162
Properties=species:S:1:pos:R:3:forces:R:3:lowdin_charge:R:1 method="wB97M-V/def2-TZVPD" homo_lumo_gap_ev=7.9 lumo_energy_ha=-0.03805 relative_energy_kj_mol=0.0 energy_ha=-5941.824716
C -4.53304 -2.02489 -1.09708 0.36 -1.83 0.11 -0.109
H 0.81540 -5.49964 -3.19016 -0.32 -0.17 -0.04 0.137
C -0.11544 3.63196 1.08395 4.00 -1.59 -0.95 -0.659
H 3.80874 -1.62513 2.26146 0.77 -0.01 -0.46 0.067
H -4.05003 -4.11314 -1.71108 -0.54 0.02 0.03 0.163
O 2.63893 -2.42404 -1.13056 -2.76 -1.24 2.09 -0.354
C -1.13668 0.92177 -5.68825 -0.03 1.98 -2.49 -0.291
C -4.23881 -0.51045 4.61544 -1.16 0.27 0.93 -0.009
H -5.47925 -0.29757 1.70011 0.47 0.08 -1.09 0.130
C 5.23228 0.68173 1.82083 -1.29 -0.85 1.17 -0.127
H 4.96258 0.71403 2.87645 0.35 -0.10 0.18 0.136
C 0.03090 -3.33001 2.24828 1.97 0.91 -3.42 -0.557
H 5.97476 2.55337 -3.93476 0.12 -0.14 -0.26 0.079
H -1.61761 -3.09727 4.72937 0.53 0.62 0.25 0.121
O -0.54886 1.47439 -4.51341 1.42 3.34 -3.80 0.159
H 5.16250 -2.28981 3.34021 0.32 0.05 -0.68 0.106
O -3.42728 0.35286 1.35790 -0.82 0.46 -0.82 0.086
H -2.75777 -3.75050 2.90394 0.09 0.34 0.27 0.118
H -5.12241 -1.65973 -0.25602 0.19 0.16 0.26 0.111
H -0.66660 -4.51930 4.90282 0.71 -0.07 -0.32 0.142
C -4.48555 -4.17257 0.40683 -0.08 -0.60 -1.02 -0.004
H -5.13901 4.07580 -1.73044 0.17 0.31 -0.78 0.094
H -4.32362 -3.60808 1.32511 -0.07 0.03 -0.09 0.066
H -2.07233 5.52436 4.31197 -0.09 -0.01 0.26 0.084
H -0.70267 4.98534 -4.36542 0.17 0.17 0.15 0.089
H 2.39242 1.25862 -5.79696 0.25 0.27 -0.01 0.122
O -1.09232 7.91126 0.29132 1.66 -3.91 -3.16 0.059
H 0.45698 0.35310 7.92247 -0.27 0.25 -0.02 0.081
H -4.58829 -1.84890 2.96258 0.47 -0.32 0.08 0.148
H -0.44541 4.95799 4.67872 0.18 0.55 0.07 0.080
H -0.33639 -4.18762 -2.71432 0.10 -0.04 -0.12 0.119
C 1.26329 0.42273 7.19232 -1.52 -0.05 -0.78 0.006
O 2.13836 5.28745 -4.55289 -0.33 -0.29 -0.29 0.138
O -1.05965 -6.10406 -2.41630 -1.85 -0.85 -0.42 0.018
H -3.98955 -5.14295 0.42772 0.27 0.04 0.36 0.080
H -6.05570 2.03793 -1.65441 -0.76 -0.15 -0.79 0.129
C -2.35027 -0.15254 1.95659 3.59 0.36 -1.62 -0.481
C -4.59287 1.51458 -4.10213 1.47 0.14 -4.24 -0.536
C -2.19962 -2.11258 -1.10207 1.62 1.85 0.81 -0.535
O 0.82379 3.17633 0.47495 -0.66 0.12 -0.63 0.117
O 2.82533 -0.65892 -2.66183 -1.05 1.01 -0.29 -0.377
H -2.40850 -6.18589 4.19058 0.00 0.25 0.06 0.088
O 1.71514 -0.00344 4.87750 2.45 -0.93 -1.44 0.091
O 5.71474 -4.98766 1.10221 0.19 -3.87 2.18 0.050
H 3.27272 2.86353 0.99269 0.02 -0.10 0.02 0.065
C -4.15643 3.67312 -1.48448 -0.55 0.33 0.01 0.004
O 0.08675 -3.09464 3.53702 0.78 0.82 1.60 0.115
H 0.53709 -4.26981 -0.62441 0.52 -0.39 0.62 0.117
C 2.65587 1.97520 -5.01900 0.93 -0.77 0.62 -0.081
H -5.53003 -4.43924 0.24541 -0.23 0.32 0.29 0.098
H 5.39478 2.82149 2.00127 0.64 -0.03 0.14 0.149
H -0.52263 4.49734 -1.92293 -0.58 -0.24 -0.07 0.138
O -5.41354 0.87407 -3.30587 -1.60 -0.78 0.07 0.111
H -2.73119 -0.57903 -5.32825 0.03 0.45 -0.41 0.142
O 1.90719 3.14759 -5.15885 -2.81 -0.30 -1.10 0.082
O -0.54801 -6.03236 -0.31823 1.20 1.57 1.67 0.072
O -2.42351 -7.16518 -0.81731 2.31 2.40 -1.06 0.078
H 0.15177 2.26135 5.44219 0.48 -0.04 0.30 0.134
H -0.61867 0.07418 -7.64053 -0.55 0.20 0.08 0.094
H -1.54881 -6.43538 2.65962 0.12 0.07 0.09 0.101
H -3.13274 1.84818 -1.44612 -0.06 -0.59 -0.22 0.148
H 4.45748 2.52342 -6.07996 0.07 0.28 -0.10 0.146
O 0.01162 4.09608 2.27163 1.73 -0.10 3.27 0.121
H 4.71027 1.66776 -3.12382 -0.05 -0.22 -0.05 0.068
H 0.94379 6.73340 -3.03240 0.28 -0.15 0.18 0.129
H 1.56362 1.46793 7.11848 0.63 -0.23 0.48 0.086
H -4.15296 3.85539 -0.40984 0.40 -0.79 0.24 0.075
C -4.58753 0.11961 2.16798 -0.98 0.60 0.05 -0.074
O 2.02526 0.31205 2.62232 -1.54 0.38 2.51 0.112
O 3.87026 3.87608 -4.63467 0.22 0.55 0.14 0.093
H 4.42136 3.31683 -0.27092 -0.06 -0.15 -0.12 0.091
C -5.27705 1.35992 -2.00385 0.35 0.89 2.76 -0.084
C 0.51718 -5.28887 -1.01070 1.16 -0.77 -0.97 -0.217
O 0.28633 1.13855 3.76876 -2.30 1.43 -1.17 0.079
C 1.37844 0.47029 3.65959 3.30 -1.56 -2.10 -0.532
O -1.16993 0.01769 1.57896 -4.39 -0.64 1.51 0.059
O 6.48127 1.94241 0.42582 -0.02 0.76 0.40 0.083
H -5.29031 -0.51759 4.90246 0.03 -0.33 0.45 0.099
O -1.44490 6.16231 -1.19708 0.06 0.54 -0.24 0.064
H 3.49110 -2.39829 3.64366 -0.25 -0.54 0.38 0.080
O 0.60275 7.02203 -1.02569 -0.69 -0.07 0.81 0.077
C -0.67504 7.06494 -0.56106 -0.73 3.31 1.98 -0.489
H -5.28860 0.56022 -1.26328 0.33 -0.27 -0.39 0.109
C 4.08852 2.49913 0.36837 0.88 -0.73 0.75 0.008
C 1.75602 -6.22550 -0.76514 -0.98 0.97 0.24 0.013
H -4.93930 1.07417 2.55934 0.36 0.10 0.34 0.139
C -0.66679 5.52480 -2.25704 -0.49 -1.35 -0.09 -0.305
H -3.20953 -5.88848 2.62938 -0.02 -0.33 0.12 0.071
C 0.04280 -5.18436 -2.48889 -0.56 -0.70 2.16 -0.062
H 0.76216 0.26382 -6.67889 -0.02 0.11 0.53 0.081
C 0.69382 6.13827 -2.15409 -0.06 0.38 -0.39 -0.096
O 4.55131 -1.14270 -1.15706 0.08 0.33 0.10 -0.353
H 4.57263 -3.72661 -0.02343 0.20 -0.01 -0.07 0.115
H -1.44731 3.26381 3.58802 0.19 -0.61 -0.68 0.134
C 4.08451 2.54286 -5.05595 1.39 -2.12 0.98 -0.265
O 5.58725 -6.77019 2.70219 -1.02 4.25 -1.91 0.083
O -4.52363 1.44275 -5.35269 -0.53 0.00 4.32 0.097
C -1.29530 5.55435 -3.64910 -0.64 0.47 0.98 0.009
C -1.85748 -4.33357 3.09784 0.71 -0.65 -0.64 -0.289
H -0.76630 6.26084 3.43655 0.31 -0.39 -0.27 0.098
O -0.47812 1.07300 -2.38932 0.11 -0.08 0.73 0.064
C 5.22987 -5.65057 2.26868 1.95 -2.90 -0.58 -0.455
H -1.08070 -1.11519 -5.76909 -0.32 -0.51 0.17 0.136
H -5.15776 -1.95230 -1.98734 0.13 -0.07 -0.11 0.137
C -4.00200 2.25028 -1.96652 -0.26 -1.00 0.02 -0.262
C 2.56630 4.19013 -4.78060 1.69 1.61 0.80 -0.586
H 1.34082 5.27098 -2.02259 0.81 0.83 0.31 0.135
H 2.70647 -5.96044 -1.22827 -0.12 0.72 0.33 0.088
C -1.45066 -6.44811 -1.11325 -1.70 -2.14 -2.25 -0.554
O -1.33333 -0.39088 -3.88637 -0.31 -0.80 1.64 0.088
C 0.68120 0.09694 5.78706 -0.30 0.94 1.25 -0.302
K 0.80687 0.27399 -0.20578 0.29 -0.32 -0.12 0.765
H -3.60713 -1.16783 5.21287 -0.45 -0.26 0.11 0.092
H -1.42203 6.59425 -3.95017 0.23 0.02 -0.28 0.096
H 0.14240 -0.85031 5.76421 -0.33 0.02 0.12 0.149
C -4.12341 -0.88710 3.17922 -0.22 0.82 0.92 -0.348
H -3.01490 3.67606 1.70646 -0.34 0.51 0.08 0.127
O -1.32509 3.69762 0.72829 -2.32 -1.23 -4.29 0.100
H -2.30061 5.33479 1.36727 -0.16 0.08 0.28 0.143
C 5.16648 1.84065 -4.09854 -1.58 1.15 -0.74 0.022
O -2.74688 -0.86640 3.00275 2.83 -1.28 -0.35 0.082
C 4.21436 -2.46155 2.83065 -1.27 0.64 1.66 -0.018
O -0.98812 -4.10203 1.98710 -1.57 -1.32 -1.84 0.096
O -2.54062 -3.27926 -0.70610 -2.22 -2.39 0.43 0.108
O -1.02565 -1.82175 -1.11861 -1.78 1.12 -0.75 0.125
H -2.29938 5.13152 -3.61538 0.01 -0.17 -0.04 0.066
C -1.09267 5.32011 3.87995 -1.21 -0.79 0.21 -0.004
O 4.05832 -2.64478 -2.93036 -0.20 0.67 0.30 -0.351
H -1.17645 1.18520 5.23002 -0.07 -0.30 -0.36 0.127
O -3.74120 2.21306 -3.37153 1.63 1.56 -0.77 0.090
C -1.66764 -0.34996 -5.26112 -0.19 -2.78 0.94 -0.103
H -3.89012 0.49635 4.84540 0.13 0.15 -0.49 0.092
C -0.96295 -3.76706 4.17178 -1.91 -0.15 1.92 -0.101
C -2.27152 -5.80552 3.17833 0.01 0.31 -0.53 0.014
C -0.09606 1.25531 5.10374 -0.88 -0.15 1.67 -0.084
H -1.92291 1.61583 -5.98527 -0.02 0.08 0.06 0.155
H 1.98346 -0.29737 7.58080 0.39 0.29 -0.62 0.091
C -0.19649 0.73901 -6.88695 0.30 0.78 0.09 -0.002
C 5.28999 2.04050 1.24815 -0.71 1.55 -1.77 -0.288
C -3.99009 -3.46518 -0.83663 0.33 -0.28 0.22 -0.228
C 7.26798 0.95832 0.92707 2.24 0.82 -1.82 -0.562
C 4.05792 -3.72330 2.05854 0.02 1.37 -0.44 -0.306
H -3.30741 4.23596 -1.87240 -0.35 0.27 -0.13 0.073
C -2.12177 4.29878 1.65501 -1.03 -0.30 2.58 -0.070
O -3.34467 -1.32216 -1.26160 2.18 1.47 -0.67 0.038
O 8.45440 0.85419 0.66851 -2.21 -0.07 0.66 0.130
O 4.30291 -4.90000 2.82915 -0.61 0.16 0.42 0.109
H -0.02716 1.71629 -7.33901 0.24 -0.12 -0.14 0.091
C -1.22795 4.10810 2.93445 -0.65 3.67 -0.06 -0.261
H 5.87140 -3.04384 0.98688 -0.41 0.55 0.08 0.142
H 2.38489 1.55071 -4.05232 0.27 -0.26 0.09 0.125
H 3.75549 1.62757 -0.19517 -0.06 0.18 -0.38 0.072
O 6.53774 0.15144 1.65742 -0.20 -1.17 1.15 0.100
H 1.75046 -6.23175 0.32482 0.89 -0.28 0.03 0.081
C -0.74597 0.76089 -3.51394 -0.93 -2.52 2.60 -0.637
H 4.45624 0.05098 1.38722 0.46 -0.10 -0.58 0.100
H 3.06243 -3.68323 1.61639 -0.19 -0.71 0.32 0.131
H 5.53072 0.90131 -4.51456 -0.07 0.13 0.01 0.086
C 5.06939 -3.78083 0.94527 0.18 0.90 -0.96 -0.140
Cl 3.49788 -1.71185 -1.96446 3.60 -0.46 -1.99 0.589
H 1.59510 -7.24776 -1.10746 -0.61 0.04 -0.05 0.088
O 0.78853 -2.92625 1.36599 -1.38 -0.58 2.53 0.122